# 1
{"formula": "C14H21FNO6S2", "method": "the ωB97M-V functional and the def2-TZVPD basis", "charge": 1, "max_force_ha_per_bohr": 0.0216, "total_energy_ha": -1948.2403, "lumo_ev": -4.96, "multiplicity": 1, "gap_ev": 6.96, "e_above_lowest_kcal_mol": 3.3, "symbols": ["O", "C", "O", "C", "C", "C", "N", "C", "C", "F", "H", "H", "H", "H", "H", "C", "C", "C", "S", "O", "O", "C", "H", "H", "H", "H", "H", "H", "H", "H", "C", "C", "C", "S", "O", "O", "C", "H", "H", "H", "H", "H", "H", "H", "H"], "xyz": [[-0.62, 0.10, 2.04], [-1.19, -0.93, 2.11], [-1.56, -1.52, 3.27], [-1.55, -1.64, 0.84], [-2.86, -1.98, 0.55], [-3.13, -2.57, -0.67], [-2.14, -2.80, -1.54], [-0.86, -2.50, -1.29], [-0.54, -1.90, -0.09], [0.71, -1.57, 0.16], [-2.18, -0.92, 3.71], [-3.64, -1.78, 1.26], [-4.14, -2.85, -0.94], [-2.38, -3.21, -2.44], [-0.13, -2.75, -2.03], [-0.08, 1.35, -4.46], [-1.20, 1.73, -5.44], [-2.25, 0.61, -5.38], [-2.15, -0.08, -3.74], [-1.71, -1.47, -3.83], [-3.33, 0.23, -2.97], [-0.78, 0.92, -3.17], [0.60, 2.18, -4.28], [0.51, 0.52, -4.86], [-1.64, 2.67, -5.13], [-0.82, 1.86, -6.45], [-3.26, 0.99, -5.54], [-2.04, -0.18, -6.09], [-0.14, 0.34, -2.50], [-1.20, 1.77, -2.64], [1.97, 0.46, 4.56], [2.39, 0.53, 3.08], [3.39, 1.70, 2.95], [4.19, 1.85, 4.56], [3.82, 3.12, 5.13], [5.57, 1.45, 4.44], [3.25, 0.56, 5.37], [1.43, -0.47, 4.77], [1.31, 1.29, 4.79], [2.88, -0.40, 2.80], [1.54, 0.67, 2.43], [4.14, 1.51, 2.20], [2.88, 2.64, 2.75], [3.10, 0.83, 6.41], [3.84, -0.36, 5.31]]}

# 2
{"formula": "C6H9N2", "method": "the ωB97M-V functional and the def2-TZVPD basis", "charge": 1, "max_force_ha_per_bohr": 0.0613, "total_energy_ha": -343.0770, "lumo_ev": [-7.62, -7.63], "multiplicity": 1, "gap_ev": [7.56, 7.55], "e_above_lowest_kcal_mol": 153.4, "symbols": ["C", "C", "C", "N", "C", "C", "N", "C", "H", "H", "H", "H", "H", "H", "H", "H", "H"], "xyz": [[0.05, -1.09, 1.49], [-0.76, -0.50, 0.35], [-0.82, -1.41, -0.87], [-0.20, 0.79, -0.03], [-0.80, 2.01, 0.02], [0.06, 2.92, -0.42], [1.21, 2.30, -0.76], [1.04, 1.00, -0.52], [1.05, -1.35, 1.18], [0.11, -0.40, 2.33], [-0.44, -2.00, 1.84], [-1.78, -0.29, 0.69], [0.17, -1.68, -1.22], [-1.37, -0.95, -1.69], [-1.34, -2.33, -0.60], [2.06, 2.74, -1.13], [1.77, 0.23, -0.68]]}

# 3
{"formula": "C24H28N2O5S", "method": "the ωB97M-V functional and the def2-TZVPD basis", "max_force_ha_per_bohr": 0.2729, "total_energy_ha": -1814.5908, "lumo_ev": -0.35, "multiplicity": 1, "gap_ev": 7.69, "e_above_lowest_kcal_mol": 450.2, "symbols": ["C", "C", "H", "H", "O", "C", "O", "C", "C", "H", "H", "H", "H", "H", "H", "C", "N", "C", "N", "C", "C", "C", "C", "C", "C", "C", "O", "H", "H", "H", "H", "S", "C", "C", "C", "C", "C", "C", "C", "O", "C", "H", "H", "H", "H", "H", "C", "O", "C", "H", "H", "H", "H", "H", "H", "H", "H", "H", "H", "H"], "xyz": [[2.12, 4.73, 0.65], [1.46, 3.27, 0.64], [0.80, 3.10, 1.53], [1.00, 3.06, -0.28], [2.62, 2.38, 0.69], [3.12, 1.70, -0.18], [3.51, 2.60, -1.17], [4.83, 2.88, -1.22], [5.13, 3.76, -2.41], [4.94, 3.25, -3.29], [4.39, 4.47, -2.28], [6.18, 4.13, -2.29], [5.51, 2.23, -1.26], [4.81, 3.48, -0.14], [3.99, 0.98, 0.10], [2.10, 0.67, -0.64], [1.57, -0.17, 0.26], [0.42, -0.14, 0.95], [-0.05, -1.06, 1.90], [0.88, -1.83, 2.57], [0.54, -2.64, 3.48], [1.39, -3.56, 4.25], [2.55, -3.89, 3.58], [2.99, -3.03, 2.57], [2.21, -2.35, 1.74], [2.49, -1.33, 0.72], [3.60, -1.24, 0.05], [3.91, -3.40, 1.97], [3.24, -4.48, 3.98], [0.94, -4.10, 4.94], [-0.49, -2.54, 3.99], [-0.70, 0.84, 0.08], [-2.35, 0.22, 0.98], [-3.14, -0.35, -0.15], [-4.36, 0.12, -0.47], [-5.22, -0.75, -1.27], [-4.70, -1.86, -2.11], [-3.56, -2.18, -1.37], [-2.68, -1.67, -0.62], [-1.38, -2.12, -0.09], [-1.07, -3.13, -0.71], [-0.73, -3.10, -1.61], [0.10, -3.33, -0.28], [-1.56, -3.98, -0.61], [-3.03, -3.27, -2.07], [-5.46, -2.28, -2.77], [-6.59, 0.13, -1.76], [-7.02, 1.16, -1.24], [-7.33, -0.79, -2.82], [-8.13, -0.10, -2.83], [-6.79, -0.79, -3.73], [-7.60, -1.73, -2.48], [-4.90, 0.84, -0.10], [-2.93, 1.22, 1.39], [-2.12, -0.33, 1.77], [1.12, 1.08, -0.97], [2.62, 0.00, -1.59], [2.82, 4.85, -0.27], [1.35, 5.34, 0.65], [2.62, 5.02, 1.65]]}

# 4
{"formula": "H14O7", "method": "the ωB97M-V functional and the def2-TZVPD basis", "max_force_ha_per_bohr": 0.0452, "total_energy_ha": -535.0483, "lumo_ev": -0.48, "multiplicity": 1, "gap_ev": 9.60, "e_above_lowest_kcal_mol": 47.4, "symbols": ["O", "H", "H", "O", "H", "H", "O", "H", "H", "O", "H", "H", "O", "H", "H", "O", "H", "H", "O", "H", "H"], "xyz": [[-1.16, 1.33, -3.03], [-1.26, 2.26, -3.10], [-1.13, 1.10, -2.08], [-0.35, -1.89, 1.63], [-1.18, -2.19, 1.96], [0.00, -1.20, 2.21], [-0.26, 0.89, -0.45], [0.65, 1.12, -0.53], [-0.19, 0.60, 0.48], [2.59, 1.63, -0.54], [2.63, 0.66, -0.62], [3.17, 1.92, 0.15], [0.73, 0.89, 2.08], [0.63, 1.05, 3.00], [1.69, 0.74, 2.01], [0.05, -2.17, -1.07], [0.40, -3.07, -1.16], [0.15, -1.96, -0.15], [-2.70, -0.42, -0.34], [-1.83, 0.01, -0.38], [-2.62, -1.30, -0.07]]}